Record 1
144
Properties=species:S:1:pos:R:3 method="wB97M-V/def2-TZVPD" fmax_ev_per_a=6.50 homo_energy_ev=-6.801 total_charge=-1 energy_ha=-4429.4451
C -0.17 0.46 3.70
F 0.98 -0.16 4.03
F -1.20 0.32 4.58
F 0.20 1.76 3.57
S -0.55 -0.20 1.91
O -0.97 -1.58 2.11
O -1.60 0.71 1.40
N 0.92 0.13 1.10
S 0.87 -0.97 0.01
O 1.32 -2.30 0.44
O -0.38 -0.91 -0.76
C 2.31 -0.49 -1.13
F 2.47 -1.32 -2.18
F 1.92 0.68 -1.70
F 3.44 -0.42 -0.46
C -2.42 -4.92 3.04
O -2.62 -4.46 4.15
N -1.39 -4.70 2.21
N -3.15 -5.79 2.48
H -1.27 -5.20 1.35
H -0.85 -3.89 2.50
H -3.95 -6.17 2.95
H -2.66 -6.30 1.76
C 2.78 2.92 1.21
O 3.42 3.95 1.40
N 1.65 2.75 0.58
N 3.28 1.75 1.58
H 1.21 1.84 0.62
H 1.06 3.46 0.17
H 4.16 1.51 2.00
H 2.58 1.05 1.39
C -0.08 -3.52 6.11
O 1.06 -3.48 6.58
N -0.66 -2.49 5.47
N -0.78 -4.59 6.21
H -1.54 -2.72 5.05
H -0.07 -1.76 5.10
H -0.28 -5.38 6.58
H -1.64 -4.58 5.67
C -1.19 1.78 -2.57
C -1.85 0.65 -3.32
O -3.07 1.19 -3.71
H -1.69 1.99 -1.62
H -0.88 2.66 -3.14
H -0.23 1.46 -2.16
H -2.00 -0.21 -2.66
H -1.16 0.48 -4.15
H -3.66 0.97 -2.98
C 9.36 4.30 3.34
O 8.45 3.51 2.66
C 9.07 2.37 2.16
C 8.07 1.43 1.41
N 8.33 1.39 0.01
C 7.37 0.65 -0.81
C 7.17 -0.85 -0.47
O 6.18 -1.26 -1.43
C 5.71 -2.64 -1.30
H 9.71 3.90 4.30
H 8.73 5.17 3.54
H 10.19 4.61 2.71
H 9.46 1.83 3.02
H 9.90 2.62 1.49
H 7.07 1.82 1.62
H 8.17 0.48 1.94
H 9.27 1.26 -0.31
H 7.71 0.76 -1.84
H 6.41 1.14 -0.62
H 6.95 -0.97 0.59
H 8.09 -1.32 -0.82
H 6.49 -3.36 -1.52
H 4.81 -2.81 -1.89
H 5.30 -2.85 -0.31
C -0.71 4.76 2.31
O -0.41 5.94 1.55
C -0.90 7.09 2.23
C -0.78 8.36 1.29
N -1.90 8.49 0.33
C -1.35 8.67 -1.04
C -0.26 9.81 -1.22
O 0.50 9.69 -2.42
C -0.23 10.35 -3.48
H -0.10 3.99 1.83
H -1.68 4.29 2.10
H -0.58 4.67 3.38
H -0.49 7.28 3.22
H -1.99 7.00 2.34
H 0.18 8.46 0.78
H -0.68 9.21 1.96
H -2.50 7.68 0.33
H -2.17 8.78 -1.75
H -0.83 7.79 -1.42
H 0.49 9.90 -0.44
H -0.88 10.71 -1.30
H -0.07 11.42 -3.63
H -1.29 10.11 -3.49
H 0.30 9.85 -4.30
C -4.91 0.12 3.23
O -5.58 -1.04 3.70
C -4.97 -2.31 3.51
C -5.88 -3.48 2.95
N -6.45 -3.23 1.62
C -7.25 -4.42 1.19
C -7.35 -4.39 -0.34
O -8.46 -3.50 -0.57
C -8.90 -3.68 -1.91
H -3.87 0.17 3.56
H -5.53 1.00 3.41
H -4.90 0.17 2.13
H -4.64 -2.56 4.52
H -4.08 -2.34 2.88
H -6.76 -3.61 3.59
H -5.24 -4.34 2.81
H -7.09 -2.45 1.60
H -8.22 -4.41 1.69
H -6.70 -5.32 1.43
H -7.60 -5.38 -0.72
H -6.45 -4.14 -0.90
H -8.03 -3.46 -2.52
H -9.68 -3.01 -2.27
H -9.31 -4.69 -1.98
C 3.55 -5.00 -6.01
O 2.53 -5.29 -5.06
C 2.03 -4.20 -4.20
C 0.81 -4.53 -3.35
N -0.40 -5.02 -4.06
C -0.68 -4.19 -5.21
C -2.22 -4.29 -5.56
O -2.81 -3.83 -4.42
C -4.08 -3.26 -4.59
H 3.26 -4.39 -6.87
H 3.85 -5.95 -6.43
H 4.31 -4.38 -5.53
H 1.93 -3.32 -4.85
H 2.78 -3.95 -3.44
H 0.55 -3.67 -2.73
H 1.06 -5.34 -2.67
H -1.26 -4.88 -3.54
H -0.07 -4.55 -6.03
H -0.55 -3.14 -4.96
H -2.46 -5.24 -6.04
H -2.36 -3.56 -6.36
H -4.79 -3.92 -5.09
H -4.09 -2.33 -5.15
H -4.37 -2.90 -3.60

***

Record 2
119
Properties=species:S:1:pos:R:3 method="wB97M-V/def2-TZVPD" fmax_ev_per_a=0.85 homo_energy_ev=-2.446 total_charge=-1 energy_ha=-4231.1500
C 6.23 2.90 4.13
B 4.68 2.68 4.52
O 4.25 1.34 4.43
N 3.86 3.74 5.00
Br 3.30 4.77 3.53
H 6.87 2.73 5.00
H 6.36 3.91 3.76
H 6.55 2.18 3.37
H 3.37 1.32 4.02
C 2.39 3.22 -0.47
C 1.23 2.31 -0.84
N 0.68 1.61 0.30
C -0.23 0.54 -0.07
C -1.53 0.92 -0.79
C 0.26 2.45 1.41
C -0.80 3.53 1.14
H 3.16 2.67 0.06
H 2.83 3.64 -1.38
H 2.08 4.06 0.16
H 1.59 1.56 -1.55
H 0.47 2.91 -1.38
H -0.47 -0.04 0.83
H 0.33 -0.15 -0.72
H -2.26 1.36 -0.12
H -1.99 0.02 -1.21
H -1.36 1.61 -1.61
H 1.14 2.95 1.81
H -0.09 1.80 2.22
H -0.60 4.08 0.22
H -0.80 4.25 1.96
H -1.81 3.12 1.07
C -1.38 -3.10 -0.49
C -2.54 -4.02 -0.84
N -3.07 -4.72 0.32
C -3.98 -5.80 -0.03
C -5.29 -5.45 -0.73
C -3.49 -3.88 1.43
C -4.55 -2.81 1.16
H -0.59 -3.64 0.03
H -0.96 -2.68 -1.41
H -1.70 -2.26 0.13
H -2.18 -4.78 -1.54
H -3.31 -3.44 -1.37
H -4.20 -6.37 0.88
H -3.43 -6.50 -0.67
H -6.01 -5.00 -0.04
H -5.75 -6.35 -1.12
H -5.15 -4.77 -1.56
H -2.59 -3.38 1.82
H -3.82 -4.53 2.24
H -4.36 -2.26 0.24
H -4.55 -2.08 1.98
H -5.55 -3.23 1.10
C -11.60 -2.28 1.78
C -11.56 -3.11 0.51
N -10.28 -3.06 -0.16
C -10.31 -3.61 -1.51
C -10.62 -5.10 -1.68
C -9.13 -3.44 0.65
C -9.14 -4.84 1.29
H -11.30 -1.25 1.58
H -12.62 -2.26 2.18
H -10.96 -2.69 2.56
H -12.31 -2.70 -0.18
H -11.88 -4.14 0.74
H -9.35 -3.39 -1.98
H -11.05 -3.03 -2.07
H -9.78 -5.73 -1.39
H -10.83 -5.31 -2.73
H -11.49 -5.40 -1.10
H -9.03 -2.71 1.45
H -8.23 -3.33 0.05
H -10.09 -5.09 1.75
H -8.38 -4.88 2.08
H -8.89 -5.62 0.57
C -0.74 3.47 -8.01
C 0.28 2.59 -7.30
N 0.93 3.25 -6.19
C 2.09 2.53 -5.69
C 1.88 1.15 -5.07
C 0.04 3.79 -5.17
C -0.93 2.82 -4.48
H -0.29 4.42 -8.31
H -1.11 2.97 -8.90
H -1.60 3.69 -7.37
H 1.06 2.32 -8.03
H -0.21 1.65 -7.01
H 2.61 3.17 -4.97
H 2.79 2.42 -6.53
H 1.43 1.21 -4.07
H 2.84 0.64 -4.95
H 1.25 0.51 -5.69
H -0.54 4.59 -5.63
H 0.66 4.28 -4.42
H -1.43 2.16 -5.19
H -1.70 3.39 -3.97
H -0.43 2.21 -3.73
C 9.72 -0.01 3.44
C 10.19 1.42 3.23
N 10.73 2.03 4.44
C 10.90 3.47 4.33
C 11.92 4.00 3.31
C 11.81 1.30 5.07
C 13.07 1.01 4.25
H 9.00 -0.06 4.26
H 9.23 -0.36 2.53
H 10.55 -0.69 3.65
H 9.33 2.01 2.92
H 10.91 1.45 2.39
H 11.15 3.85 5.32
H 9.92 3.89 4.10
H 12.95 3.86 3.64
H 11.77 5.08 3.19
H 11.80 3.54 2.33
H 11.41 0.35 5.43
H 12.09 1.84 5.98
H 12.84 0.66 3.24
H 13.66 0.24 4.74
H 13.71 1.89 4.15

***

Record 3
162
Properties=species:S:1:pos:R:3 method="wB97M-V/def2-TZVPD" fmax_ev_per_a=4.51 homo_energy_ev=-4.113 total_charge=-1 energy_ha=-5352.5193
C 2.16 0.37 5.47
O 1.22 -0.51 4.79
C 1.96 -1.27 3.81
C 1.82 -0.55 2.38
C 3.11 0.44 2.16
C 3.82 -0.02 0.80
C 5.00 0.92 0.28
C 5.28 2.24 1.12
C 4.40 3.52 0.71
C 3.06 3.20 -0.12
C 3.31 3.19 -1.73
C 2.52 1.95 -2.35
C 1.13 2.42 -3.05
C -0.08 1.47 -2.55
C -0.04 -0.08 -2.91
C 0.80 -0.47 -4.20
C 1.16 -2.04 -4.05
O -0.05 -2.74 -3.62
C 0.23 -3.74 -2.66
C 0.61 -3.42 -1.13
O 0.16 -4.96 -2.96
O -1.21 2.15 -3.21
P -2.38 2.87 -2.17
C -1.58 4.64 -2.09
C -0.86 4.92 -0.67
O -1.47 5.41 0.31
P -3.51 3.39 -4.02
P -2.34 4.63 -5.37
O -0.87 4.21 -5.55
O -3.04 4.71 -6.92
O -2.29 6.26 -4.80
P -3.60 1.02 -1.98
N -5.22 1.27 -2.64
O -3.86 0.65 -0.31
O -1.47 2.56 -0.72
C -0.44 1.58 -0.99
F -0.95 0.42 -0.31
H 2.59 1.18 4.79
H 3.04 -0.23 5.92
H 1.58 0.86 6.33
H 1.54 -2.33 3.71
H 3.07 -1.42 4.09
H 0.85 0.02 2.25
H 1.87 -1.36 1.56
H 2.80 1.53 2.20
H 3.85 0.28 3.02
H 4.25 -1.07 0.99
H 3.03 -0.17 -0.03
H 4.83 1.10 -0.84
H 5.97 0.29 0.32
H 6.38 2.53 0.91
H 5.22 2.11 2.25
H 4.08 4.03 1.70
H 5.05 4.31 0.18
H 2.49 2.29 0.22
H 2.35 4.09 0.06
H 4.44 3.02 -1.85
H 3.07 4.19 -2.21
H 2.21 1.16 -1.57
H 3.21 1.38 -3.09
H 0.96 3.49 -2.72
H 1.21 2.27 -4.17
H 0.32 -0.75 -2.06
H -1.13 -0.38 -3.13
H 0.24 -0.30 -5.18
H 1.80 0.07 -4.30
H 1.90 -2.09 -3.17
H 1.64 -2.48 -4.97
H 1.70 -3.10 -1.10
H 0.49 -4.34 -0.46
H -0.06 -2.61 -0.70
H -3.36 3.45 -1.27
H -0.81 4.81 -2.91
H -2.45 5.39 -2.12
H 0.24 4.60 -0.60
H -3.78 2.18 -4.76
H -2.43 4.23 -7.52
H -2.97 6.40 -4.11
H -5.59 2.14 -2.22
H -5.79 0.47 -2.31
H -3.60 1.39 0.27
H 0.39 1.95 -0.29
C 1.41 4.40 3.11
O 2.29 4.18 2.29
N 0.25 5.03 2.80
N 1.52 4.02 4.41
H -0.48 5.22 3.46
H 0.13 5.33 1.84
H 2.36 3.54 4.68
H 0.81 4.19 5.10
C -4.05 -3.43 -2.00
O -5.18 -3.08 -1.71
N -2.95 -2.96 -1.36
N -3.78 -4.32 -2.99
H -2.01 -3.24 -1.58
H -3.10 -2.30 -0.61
H -4.57 -4.69 -3.50
H -2.86 -4.62 -3.25
C -2.20 -7.29 -0.09
O -2.11 -8.20 0.73
N -3.17 -6.34 -0.02
N -1.35 -7.17 -1.13
H -3.26 -5.59 -0.69
H -3.82 -6.40 0.74
H -0.62 -7.85 -1.21
H -1.40 -6.43 -1.82
C 4.68 -1.06 -5.12
O 4.20 -1.70 -4.21
N 5.73 -0.21 -4.95
N 4.22 -1.14 -6.40
H 6.14 0.33 -5.69
H 6.10 -0.12 -4.02
H 3.45 -1.75 -6.57
H 4.61 -0.61 -7.16
C -1.96 10.69 -3.87
O -1.55 11.72 -3.37
N -1.49 9.46 -3.53
N -2.94 10.67 -4.81
H -1.82 8.60 -3.94
H -0.76 9.43 -2.84
H -3.32 11.56 -5.09
H -3.30 9.84 -5.24
C 2.39 -2.77 7.95
O 3.09 -1.88 7.51
N 2.85 -3.74 8.79
N 1.07 -2.88 7.64
H 2.29 -4.48 9.16
H 3.83 -3.69 9.04
H 0.69 -2.18 7.02
H 0.47 -3.61 7.98
C 4.49 -6.81 6.77
O 3.42 -7.09 7.31
N 4.83 -5.55 6.42
N 5.43 -7.75 6.49
H 5.70 -5.30 5.99
H 4.16 -4.82 6.62
H 5.21 -8.71 6.73
H 6.31 -7.55 6.05
C -3.07 -1.40 3.04
O -2.10 -0.67 2.94
N -3.33 -2.12 4.17
N -3.97 -1.57 2.05
H -4.12 -2.73 4.27
H -2.68 -2.03 4.93
H -3.82 -1.05 1.19
H -4.78 -2.16 2.11
C -8.38 3.02 -3.16
O -7.57 3.23 -2.28
N -8.83 1.77 -3.46
N -8.91 4.01 -3.93
H -9.50 1.57 -4.18
H -8.47 1.01 -2.91
H -8.60 4.94 -3.74
H -9.58 3.85 -4.66
C -0.21 -7.98 4.28
O 0.92 -7.99 3.83
N -1.31 -8.02 3.50
N -0.46 -7.92 5.62
H -2.25 -8.01 3.85
H -1.17 -8.07 2.50
H 0.34 -7.88 6.23
H -1.38 -7.91 6.02